Density functional theory data (ωB97M-V/def2-TZVPD) for an isolated molecule of C6H9N3O in a non-equilibrium geometry.

Bonds (Å) are listed after each position.
Geometry (Å):
1 H -3.633 0.668 0.323  C10 1.036
2 N 0.978 -0.545 0.490  C11 1.332, C13 1.226
3 N -1.754 -0.093 0.041  N6 1.273, C10 1.429
4 O 0.221 2.698 -0.817  C8 1.262
5 C 1.189 -3.026 0.417  C13 1.282, H16 1.021, H17 1.194
6 N -1.279 1.023 -0.345  N3 1.273, C8 1.463, H18 1.088
7 H -3.370 -0.221 -1.072  C10 0.975
8 C 0.093 1.532 -0.353  O4 1.262, N6 1.463, C11 1.416
9 C 2.590 1.256 0.094  C11 1.530, H14 1.040, H15 1.110, H19 1.033
10 C -3.173 -0.148 -0.120  H1 1.036, N3 1.429, H7 0.975, H12 1.068
11 C 1.160 0.712 0.088  N2 1.332, C8 1.416, C9 1.530
12 H -3.484 -1.059 0.342  C10 1.068
13 C 1.207 -1.745 0.391  N2 1.226, C5 1.282
14 H 2.852 1.216 1.100  C9 1.040
15 H 3.244 0.622 -0.540  C9 1.110
16 H 0.290 -3.474 0.233  C5 1.021
17 H 2.252 -3.555 0.539  C5 1.194
18 H -1.864 1.912 -0.570  N6 1.088
19 H 2.480 2.227 -0.241  C9 1.033

Values from the calculation:
Relative energy (zero: lowest compared OMol25 entry of this formula, charge and spin) (kJ/mol): 549.8
E_LUMO (alpha / beta) (eV): -0.7 / 0.7
HOMO-LUMO gap (alpha / beta) (eV): 6.485 / 7.940
F_max (hartree/bohr): 0.108
Total charge: 0
Multiplicity: 1
HOMO level (alpha / beta) (eV): -7.20 / -7.26

Atom charges from the Mulliken analysis, given in e for atoms 1 to 2:
1. H 0.321
2. N -0.318